This record from OMol25 describes an isolated ion of composition C3O5S and charge -2 at a distorted geometry. The level of theory is wB97M-V/def2-TZVPD.

Results
Calculated total energy in a.u.: -888.6616
Maximum force in eV/A: 2.605
LUMO in eV: 6.63
Total charge: -2
SMILES string: O=C1C(=O)C1=S(=O)([O-])[O-]
Gap between HOMO and LUMO in eV: 6.81
ΔE to the lowest compared entry with this formula, charge and spin in kJ/mol: 26.3

The geometry in XYZ format:
```
9
Properties=species:S:1:pos:R:3:forces:R:3
C 1.356 0.632 0.074 -2.425 -0.013 -0.950
C 0.070 -0.048 -0.038 -0.054 0.708 1.334
C 1.215 -0.797 0.066 1.689 -0.648 -0.860
O 1.931 1.711 -0.050 0.608 0.228 0.476
O -2.145 0.761 1.202 0.715 0.031 1.094
O 1.862 -1.850 -0.073 -0.316 -0.563 0.492
O -2.339 -1.321 -0.002 1.498 1.556 -0.564
O -2.039 0.918 -1.152 0.360 -1.188 -0.103
S -1.719 0.050 0.006 -2.075 -0.112 -0.919
```
Positions in Å, forces in eV/Å.

Atom charges from the Löwdin analysis, given in e for atoms 1 to 6: C -0.375; C -0.091; C -0.454; O -0.073; O -0.424; O -0.108